Formula: C21H63N6O6
Source: the Open Molecules 2025 dataset
Level of theory: ωB97M-V/def2-TZVPD

CARTESIAN COORDINATES (ANGSTROEM)
N: 1.243 0.483 0.122
H: 0.877 -0.482 0.479
H: 0.838 0.563 -0.913
H: 2.230 0.807 0.361
H: 0.760 1.092 0.788
C: 3.365 -1.849 -1.947
C: 3.392 -0.538 -2.806
C: 2.142 -0.603 -3.744
O: 2.065 -1.607 -4.781
C: 1.177 -1.336 -5.893
N: 3.184 0.563 -1.961
H: 3.974 -1.897 -1.056
H: 3.761 -2.597 -2.453
H: 2.298 -2.020 -1.757
H: 4.138 -0.377 -3.359
H: 2.102 0.353 -4.380
H: 1.200 -0.704 -3.046
H: 1.381 -1.973 -6.556
H: 1.486 -0.565 -6.449
H: 0.097 -1.282 -5.672
H: 3.306 1.443 -2.347
H: 3.816 0.629 -1.288
C: -0.319 1.889 -4.241
C: -0.952 3.350 -4.244
C: -2.310 3.489 -3.542
O: -3.232 2.707 -4.227
C: -4.561 2.854 -3.745
N: 0.093 4.271 -3.514
H: -0.245 1.592 -3.224
H: 0.512 1.806 -4.939
H: -1.048 1.327 -4.766
H: -1.139 3.589 -5.308
H: -2.629 4.510 -3.173
H: -2.059 2.944 -2.511
H: -5.324 2.434 -4.541
H: -4.700 3.937 -3.853
H: -4.814 2.642 -2.696
H: -0.080 4.201 -2.625
H: -0.300 5.254 -3.480
C: -0.308 3.670 4.917
C: -0.591 2.267 4.297
C: -2.115 1.796 4.371
O: -2.229 1.563 5.896
C: -3.475 0.945 6.178
N: -0.336 2.349 2.913
H: 0.801 3.764 4.867
H: -0.408 3.755 5.892
H: -0.637 4.620 4.248
H: 0.201 1.628 4.712
H: -2.508 0.775 4.049
H: -2.864 2.374 4.240
H: -4.375 1.602 6.217
H: -3.423 0.497 7.183
H: -3.552 -0.108 5.857
H: 0.645 2.441 2.790
H: -0.820 2.801 2.235
C: -1.906 -3.990 -1.729
C: -1.101 -2.721 -1.741
C: -1.961 -1.488 -1.623
O: -2.516 -1.349 -2.943
C: -3.690 -0.415 -2.886
N: -0.131 -2.784 -0.591
H: -1.475 -4.907 -1.416
H: -2.215 -4.236 -2.732
H: -2.708 -3.990 -0.841
H: -0.527 -2.678 -2.651
H: -1.254 -0.648 -1.343
H: -2.683 -1.435 -0.860
H: -4.339 -0.812 -2.240
H: -4.046 -0.192 -3.854
H: -3.339 0.380 -2.334
H: -0.418 -2.870 0.181
H: 0.556 -3.461 -0.682
C: 3.193 -1.653 2.656
C: 1.835 -2.539 2.568
C: 1.689 -3.667 3.680
O: 0.441 -4.327 3.336
C: 0.005 -5.258 4.313
N: 0.789 -1.599 2.896
H: 3.219 -1.170 3.690
H: 2.969 -0.967 1.749
H: 4.220 -2.235 2.625
H: 1.568 -3.139 1.702
H: 1.576 -3.375 4.720
H: 2.470 -4.341 3.550
H: 0.757 -6.227 4.359
H: -1.012 -5.638 3.856
H: -0.153 -4.822 5.254
H: 0.859 -1.187 3.750
H: -0.228 -1.982 2.525
C: 3.362 2.064 2.763
O: 2.456 2.767 2.028
H: 3.279 1.034 2.784
H: 3.671 2.357 3.765
H: 4.423 2.164 2.353
H: 2.632 3.709 1.825

* frontier orbital gap: 8.689 eV
* HOMO: -11.260 eV
* 2S+1: 1
* net charge: +1
* LUMO level: -2.6 eV